w:
DFT (ωB97M-V/def2-TZVPD) results for a cluster of 2 separate species, C3H3N3O in total.

The structure (SMILES) is N=C=CC=O.N#N. The total charge is 0. For the HOMO-LUMO gap, the calculation gives 10.13 eV. The LUMO energy is 0.7 eV. The HOMO energy is -9.44 eV.

Atoms and positions in Å:
N: 0.727 1.408 1.959
C: 0.474 0.973 0.847
C: 0.312 0.531 -0.379
C: 0.823 -0.823 -0.821
O: 1.993 -1.090 -0.926
H: 0.012 1.352 2.679
H: -0.149 1.187 -1.113
H: 0.027 -1.567 -1.061
N: -2.187 -0.465 -0.427
N: -2.033 -1.506 -0.758

x:
DFT (ωB97M-V/def2-TZVPD) results for a structure of composition C3H3N3O.

The total charge is 0. For the HOMO-LUMO gap, the calculation gives 9.15 eV. The LUMO energy is -0.4 eV. The HOMO energy is -9.55 eV.

Atoms and positions in Å:
C: 0.427 1.796 -0.137
C: -0.238 0.717 -0.674
C: -0.512 -2.136 0.153
N: 1.041 1.386 0.994
N: 0.798 0.141 1.180
N: 0.035 -0.275 0.195
O: -1.272 -2.459 -0.657
H: 0.510 2.805 -0.482
H: -0.838 0.578 -1.546
H: 0.050 -2.553 0.976

y:
DFT (ωB97M-V/def2-TZVPD) results for an isolated molecule of C3H3N3O.

The structure (SMILES) is [H]/N=N/C=C\N=C=O. The total charge is 0. For the HOMO-LUMO gap, the calculation gives 9.13 eV. The LUMO energy is -0.3 eV. The HOMO energy is -9.43 eV.

Atoms and positions in Å:
H: 1.633 -0.594 -2.110
N: 1.751 -0.736 -1.093
N: 0.703 -0.304 -0.584
C: 0.587 -0.361 0.810
C: -0.558 0.153 1.297
N: -1.552 0.690 0.492
C: -1.515 0.790 -0.734
O: -1.679 0.986 -1.870
H: 1.379 -0.782 1.418
H: -0.788 0.178 2.356

z:
DFT (ωB97M-V/def2-TZVPD) results for an isolated molecule of C3H3N3O.

The structure (SMILES) is O=Cn1nccn1. The total charge is 0. For the HOMO-LUMO gap, the calculation gives 10.32 eV. The LUMO energy is -0.3 eV. The HOMO energy is -10.60 eV.

Atoms and positions in Å:
O: -2.738 0.467 -0.083
C: -1.886 -0.420 0.054
N: -0.533 -0.257 -0.426
N: -0.045 0.960 -0.276
C: 1.185 0.905 -0.080
C: 1.603 -0.373 0.037
N: 0.417 -1.172 -0.259
H: -2.482 -1.353 0.476
H: 1.846 1.973 0.314
H: 2.633 -0.730 0.245

Which structure loses on stability? z does.

w:
DFT (ωB97M-V/def2-TZVPD) results for a structure of composition C28H25CoFIN5O7.

The total charge is -2. For the HOMO-LUMO gap (alpha / beta), the calculation gives 4.18 / 4.45 eV. As for the spin multiplicity: 2. The LUMO energy (alpha / beta) is 3.5 / 3.5 eV. The HOMO energy (alpha / beta) is -0.71 / -0.97 eV.

Atoms and positions in Å:
Co: -0.345 -0.183 -0.190
C: -6.263 3.014 2.048
O: -5.466 3.976 1.415
C: -4.211 3.584 0.987
C: -3.494 4.574 0.290
C: -2.227 4.302 -0.148
C: -1.594 3.065 0.063
C: -0.253 2.798 -0.371
C: 0.572 3.869 -1.082
O: 0.353 1.731 -0.195
C: -2.331 2.023 0.745
O: -1.886 0.875 0.997
C: -3.656 2.354 1.187
H: -7.219 3.497 2.247
H: -5.820 2.678 2.989
H: -6.427 2.142 1.407
H: -3.957 5.537 0.129
H: -1.714 5.084 -0.692
H: 0.098 4.843 -1.142
H: 0.786 3.507 -2.087
H: 1.519 3.959 -0.551
H: -4.175 1.563 1.705
C: -0.680 2.869 3.821
C: 0.383 1.856 3.622
N: 0.458 1.060 2.595
C: 1.536 0.260 2.780
C: 2.156 0.587 3.983
N: 1.395 1.617 4.498
C: 3.315 0.079 4.707
O: 4.005 -0.894 4.143
O: 3.623 0.558 5.794
C: 1.838 -0.792 1.784
O: 2.857 -1.508 1.959
O: 1.035 -0.937 0.831
H: -1.468 2.664 3.102
H: -0.302 3.876 3.642
H: -1.078 2.813 4.832
H: 1.597 2.066 5.378
H: 3.582 -1.191 3.231
N: 5.276 -0.099 -5.045
C: 5.906 -0.393 -6.215
C: 7.093 0.040 -6.767
C: 7.434 -0.469 -8.021
C: 6.607 -1.373 -8.675
C: 5.412 -1.813 -8.127
C: 5.043 -1.317 -6.874
N: 3.943 -1.553 -6.123
C: 4.074 -0.813 -5.017
C: 3.144 -0.690 -3.965
C: 3.355 0.154 -2.841
C: 2.408 0.243 -1.858
N: 1.248 -0.427 -1.874
C: 1.022 -1.216 -2.938
C: 1.903 -1.379 -3.971
H: 5.603 0.523 -4.330
H: 7.734 0.742 -6.247
H: 8.361 -0.152 -8.485
H: 6.910 -1.747 -9.647
H: 4.781 -2.517 -8.652
H: 4.262 0.738 -2.745
H: 2.564 0.894 -1.009
H: 0.065 -1.720 -2.936
H: 1.672 -2.023 -4.806
I: -1.975 -2.100 1.960
C: -1.241 -1.924 -0.055
H: -2.133 -2.031 -0.669
H: -0.593 -2.791 -0.182
F: -1.407 0.221 -1.532

x:
DFT (ωB97M-V/def2-TZVPD) results for a structure of composition C28H25CoFIN5O7.

The total charge is -2. For the HOMO-LUMO gap (alpha / beta), the calculation gives 5.16 / 4.99 eV. As for the spin multiplicity: 2. The LUMO energy (alpha / beta) is 3.5 / 3.5 eV. The HOMO energy (alpha / beta) is -1.67 / -1.49 eV.

Atoms and positions in Å:
Co: -1.049 -0.923 2.543
C: -1.721 -4.917 -3.067
O: -2.983 -4.296 -2.992
C: -3.176 -3.434 -1.946
C: -4.406 -2.749 -1.955
C: -4.687 -1.872 -0.939
C: -3.792 -1.607 0.114
C: -4.075 -0.677 1.186
C: -5.324 0.197 1.158
O: -3.333 -0.508 2.143
C: -2.519 -2.290 0.114
O: -1.608 -2.112 0.969
C: -2.270 -3.230 -0.942
H: -1.736 -5.513 -3.979
H: -1.540 -5.569 -2.208
H: -0.916 -4.178 -3.125
H: -5.105 -2.935 -2.761
H: -5.648 -1.374 -0.957
H: -6.066 -0.094 0.419
H: -5.005 1.221 0.956
H: -5.773 0.181 2.150
H: -1.335 -3.773 -0.886
C: -0.537 2.042 -0.142
C: -0.945 2.294 1.267
N: -1.278 1.410 2.176
C: -1.667 2.148 3.299
C: -1.492 3.492 3.034
N: -1.047 3.553 1.751
C: -1.702 4.803 3.762
O: -2.122 4.736 4.951
O: -1.423 5.821 3.108
C: -2.227 1.573 4.560
O: -2.503 2.456 5.503
O: -2.484 0.406 4.704
H: -0.685 0.996 -0.389
H: 0.519 2.280 -0.297
H: -1.129 2.654 -0.825
H: -0.839 4.430 1.304
H: -2.272 3.431 5.232
N: 4.927 1.331 -1.496
C: 5.743 1.403 -2.594
C: 6.937 2.058 -2.845
C: 7.502 1.880 -4.101
C: 6.884 1.081 -5.064
C: 5.685 0.435 -4.815
C: 5.101 0.595 -3.559
N: 3.953 0.061 -3.044
C: 3.867 0.502 -1.807
C: 2.834 0.155 -0.864
C: 1.784 -0.693 -1.243
C: 0.825 -1.051 -0.319
N: 0.810 -0.619 0.945
C: 1.806 0.178 1.312
C: 2.819 0.587 0.467
H: 5.081 1.769 -0.606
H: 7.415 2.677 -2.095
H: 8.440 2.369 -4.334
H: 7.354 0.962 -6.033
H: 5.206 -0.185 -5.561
H: 1.751 -1.057 -2.261
H: 0.021 -1.722 -0.590
H: 1.785 0.492 2.351
H: 3.594 1.240 0.855
I: -0.078 -4.235 2.898
C: -1.238 -2.552 3.592
H: -0.932 -2.429 4.628
H: -2.277 -2.888 3.543
F: 0.304 -0.418 3.646

Which structure loses on stability? w does.

w:
DFT (ωB97M-V/def2-TZVPD) results for a structure of composition C2H7N4.

The total charge is +1. For the HOMO-LUMO gap, the calculation gives 10.10 eV. The LUMO energy is -3.9 eV. The HOMO energy is -14.03 eV.

Atoms and positions in Å:
C: 1.213 0.067 -0.108
C: -0.781 1.307 0.032
N: 0.515 1.036 -0.048
N: -0.533 -1.351 -0.157
N: 2.389 -0.362 0.061
N: -1.531 -0.361 -0.257
H: -1.006 1.554 1.090
H: -1.313 1.779 -0.661
H: -0.554 -1.607 0.897
H: 3.202 0.221 0.039
H: 2.627 -1.406 -0.177
H: -2.163 -0.473 0.469
H: -2.065 -0.404 -1.179

x:
DFT (ωB97M-V/def2-TZVPD) results for the ion C2H7N4 with charge +1.

The structure (SMILES) is NC/N=C\N=[NH2+]. The total charge is +1. For the HOMO-LUMO gap, the calculation gives 8.93 eV. The LUMO energy is -5.4 eV. The HOMO energy is -14.37 eV.

Atoms and positions in Å:
N: -0.659 -1.003 0.394
C: -1.585 -0.102 -0.170
N: -1.083 1.210 -0.057
C: 0.183 1.278 0.161
N: 0.915 0.202 0.425
N: 2.000 -0.048 -0.248
H: -0.638 -1.169 1.362
H: -0.284 -1.741 -0.175
H: -2.525 -0.065 0.281
H: -1.774 -0.399 -1.295
H: 0.696 2.148 0.404
H: 2.626 -0.734 0.054
H: 2.128 0.422 -1.137

y:
DFT (ωB97M-V/def2-TZVPD) results for a structure of composition C2H7N4.

The total charge is +1. For the HOMO-LUMO gap, the calculation gives 9.81 eV. The LUMO energy is -4.3 eV. The HOMO energy is -14.14 eV.

Atoms and positions in Å:
C: -0.376 1.173 -0.261
C: -0.564 -0.284 0.058
N: 0.987 1.275 -0.985
N: 1.328 0.211 -1.482
N: 0.620 -0.834 -1.251
N: 0.037 -0.593 1.398
H: -1.198 1.506 -0.980
H: -0.222 1.863 0.485
H: -1.452 -0.923 -0.053
H: 0.314 -1.476 -1.936
H: 1.010 -0.232 1.252
H: -0.061 -1.624 1.427
H: -0.424 -0.062 2.329

Which structure loses on stability? y does.

w:
DFT (ωB97M-V/def2-TZVPD) results for a cluster of 2 separate species, C2H7N4 in total.

The total charge is +1. For the HOMO-LUMO gap, the calculation gives 6.36 eV. The LUMO energy is -6.3 eV. The HOMO energy is -12.71 eV.

Atoms and positions in Å:
C: -0.668 -1.055 -0.051
C: -0.395 1.322 0.154
N: 3.344 0.029 -0.286
N: 2.720 -0.536 0.442
N: 0.059 -0.009 -0.085
N: -1.989 -1.127 0.121
H: -0.161 -2.004 -0.199
H: -1.184 1.604 -0.551
H: -0.767 1.447 1.175
H: 0.440 2.007 0.008
H: 3.619 0.630 -1.054
H: -2.470 -2.009 0.079
H: -2.550 -0.299 0.247

x:
DFT (ωB97M-V/def2-TZVPD) results for the ion C2H7N4 with charge +1.

The structure (SMILES) is N=[N+]1NCCN1. The total charge is +1. For the HOMO-LUMO gap, the calculation gives 10.17 eV. The LUMO energy is -4.9 eV. The HOMO energy is -15.12 eV.

Atoms and positions in Å:
N: -2.344 -0.039 0.028
N: -1.047 -0.003 0.118
N: -0.390 -1.123 0.139
C: 1.021 -0.839 -0.036
C: 1.168 0.668 0.197
N: -0.240 1.050 -0.081
H: -2.976 0.718 -0.097
H: -0.835 -1.939 -0.281
H: 1.347 -1.126 -1.027
H: 1.736 -1.369 0.486
H: 1.590 0.844 1.282
H: 1.720 1.252 -0.449
H: -0.749 1.906 -0.280

Which structure loses on stability? x does.